1.
Computed, not measured: a 3-piece molecular cluster, C2H12NO2S2 overall, with ωB97M-V/def2-TZVPD.

```
19
Properties=species:S:1:pos:R:3:nbo_charge:R:1
N -0.31538 -0.94345 -1.10434 -0.702
C -0.87125 -0.79223 0.25406 -0.262
C -0.45929 0.55456 0.91349 -0.555
S -1.45712 0.62160 2.43433 0.097
S -1.49421 2.52567 3.06378 -0.067
H 0.65354 -1.30823 -1.06382 0.474
H 0.24945 0.52666 -3.87333 0.500
H -0.90040 -1.56244 -1.66505 0.437
H -0.57378 -1.58117 0.94234 0.234
H -1.95826 -0.75300 0.29408 0.245
H 0.60386 0.63335 1.13669 0.210
H -0.68729 1.36970 0.22143 0.228
H -0.63218 2.46643 4.08579 0.140
H 2.67328 -2.08125 0.74419 0.496
H 1.82891 -0.96198 1.07715 0.469
O 2.22732 -1.34129 0.29378 -0.950
H 0.81599 1.77765 -3.14302 0.508
H -0.20575 -0.04323 -1.60901 0.474
O 0.50257 0.89266 -3.00254 -0.977
```

Calculated values
**HOMO-LUMO gap**: 9.205 eV
**E_LUMO**: -3.1720 eV
**ΔE to the lowest compared entry with this formula, charge and spin**: 0.286 eV
**Charge**: +1

***

2.
Computed, not measured: the molecule C2H5OP, with ωB97M-V/def2-TZVPD.

```
9
Properties=species:S:1:pos:R:3:nbo_charge:R:1
C 0.51899 0.87334 0.56241 -0.118
C 0.55748 0.17620 -0.78183 -0.169
O 0.71003 1.52696 -0.69778 -0.474
P -0.90050 -0.83099 -1.41168 0.260
H -0.33753 1.13481 1.09819 0.185
H 1.45720 0.76807 1.16394 0.175
H 1.40378 -0.45665 -0.85460 0.171
H -1.71447 0.04496 -0.50369 -0.018
H -0.71930 -1.90575 -0.40991 -0.012
```

Calculated values
**HOMO-LUMO gap**: 10.494 eV
**E_LUMO**: 0.9572 eV
**ΔE to the lowest compared entry with this formula, charge and spin**: 2.318 eV
**Charge**: 0

***

3.
Computed, not measured: a 2-piece molecular cluster, C34H37N3O4S overall, with ωB97M-V/def2-TZVPD.

```
79
Properties=species:S:1:pos:R:3:lowdin_charge:R:1
C 3.68953 0.47862 3.56813 -0.004
N 2.85070 0.66675 2.40103 -0.034
C 1.53641 1.01116 2.52115 -0.356
O 0.93662 1.19206 3.59135 0.087
C 0.96194 1.10456 1.11427 -0.152
C 0.22194 2.42412 0.83101 -0.073
C -0.94658 2.61823 1.72423 -0.185
C -2.10716 1.86063 1.79267 -0.028
N -2.88101 2.32680 2.84019 0.080
C -2.25157 3.41353 3.44352 -0.196
C -2.60603 4.14969 4.56342 -0.025
C -1.71122 5.12965 5.01437 -0.089
C -0.49200 5.34743 4.33988 -0.092
C -0.13028 4.59111 3.21926 -0.028
C -1.01827 3.62427 2.76057 -0.138
N 2.13754 0.93167 0.26563 0.047
C 2.02622 1.08467 -1.06870 0.037
C 3.07172 0.96178 -1.98456 -0.045
C 2.96785 1.21331 -3.35612 0.060
C 4.04029 0.87497 -4.24832 -0.189
C 3.83854 0.90115 -5.65780 -0.005
C 4.84443 0.49755 -6.53343 -0.057
C 6.09674 0.08683 -6.04636 -0.054
C 6.31955 0.05449 -4.66328 -0.072
C 5.31809 0.44434 -3.78146 -0.014
C 3.36665 0.62884 1.02785 -0.456
C 4.43658 1.71339 0.84547 0.014
C 3.95215 -0.75875 0.72657 0.013
H 3.07038 0.58501 4.46283 0.099
H 4.13276 -0.52539 3.55838 0.094
H 4.49339 1.22700 3.59594 0.095
H 0.25658 0.26228 0.97927 0.175
H 0.93504 3.25342 0.97881 0.132
H -0.09617 2.43052 -0.22676 0.122
H -2.39138 1.01050 1.18574 0.124
H -3.78073 1.95323 3.10778 0.153
H -3.55150 3.94160 5.06359 0.108
H -1.94952 5.72771 5.89367 0.099
H 0.18121 6.12643 4.69733 0.097
H 0.81648 4.73335 2.68509 0.108
H 1.01462 1.25033 -1.45089 0.151
H 4.03915 0.61724 -1.63301 0.058
H 2.05471 1.59131 -3.78222 0.096
H 2.84994 1.18849 -6.02669 0.132
H 4.63957 0.47610 -7.60564 0.114
H 6.88448 -0.23267 -6.72791 0.110
H 7.26640 -0.31281 -4.26021 0.109
H 5.51300 0.35356 -2.70699 0.102
H 4.02676 2.68648 1.15126 0.108
H 5.30670 1.46463 1.46747 0.091
H 4.74334 1.77132 -0.20092 0.076
H 3.23304 -1.53596 1.01688 0.104
H 4.18300 -0.85998 -0.33679 0.075
H 4.87598 -0.89593 1.30430 0.093
C 4.32303 5.01530 -7.68787 -0.083
C 3.76210 4.56076 -6.36789 -0.235
O 2.32526 4.50974 -6.60357 -0.053
C 1.64895 4.10200 -5.49421 -0.616
C 0.25931 4.43043 -5.63219 -0.297
S -0.92409 4.13424 -4.47860 0.852
C -1.80208 2.70570 -5.19066 -0.358
C -1.26556 1.46943 -4.83408 -0.119
C -1.82714 0.31696 -5.37718 -0.104
C -2.90726 0.43444 -6.26225 -0.110
C -3.43341 1.67830 -6.62770 -0.086
C -2.88165 2.83932 -6.07066 -0.064
O -1.89307 5.25814 -4.45216 -0.546
O 2.21363 3.57832 -4.54060 -0.043
H 5.39319 5.21613 -7.64462 0.071
H 4.12581 4.26454 -8.45664 0.075
H 3.81111 5.92661 -8.00024 0.079
H 4.15075 3.57935 -6.06768 0.096
H 3.95863 5.28579 -5.56649 0.127
H 0.01132 5.21168 -6.33720 0.069
H -0.42951 1.43799 -4.12988 0.079
H -1.41088 -0.64624 -5.08329 0.093
H -3.35654 -0.47116 -6.66220 0.092
H -4.26560 1.75699 -7.33261 0.101
H -3.26209 3.83332 -6.30666 0.111
```

Calculated values
**HOMO-LUMO gap**: 3.532 eV
**E_LUMO**: -2.2706 eV
**Charge**: 0

***

4.
Computed, not measured: the molecule C3H2BrFN2O, with ωB97M-V/def2-TZVPD.

```
10
Properties=species:S:1:pos:R:3:nbo_charge:R:1
C 1.77170 -2.82036 1.35789 0.160
C 0.11427 -1.37108 -0.05510 0.694
C 0.77878 -1.83732 1.49635 0.164
N 2.55649 -3.62953 1.19428 -0.185
N -0.07268 -0.00032 -0.20147 -0.839
O -0.15242 -2.16712 -0.88585 -0.532
F 1.11389 -0.57716 2.04640 -0.339
Br -0.83121 -2.48987 2.54859 0.061
H 0.40242 0.59997 0.38902 0.400
H -0.81468 0.41795 -0.73016 0.416
```

Calculated values
**HOMO-LUMO gap**: 10.087 eV
**E_LUMO**: -0.6140 eV
**ΔE to the lowest compared entry with this formula, charge and spin**: 0.000 eV
**Charge**: 0

***

5.
Computed, not measured: a 2-piece molecular cluster, C2HFIN overall, with ωB97M-V/def2-TZVPD.

```
6
Properties=species:S:1:pos:R:3:nbo_charge:R:1
C -0.29091 -1.00505 0.35081 0.166
C 0.19375 0.31951 -0.28823 0.063
N -0.48747 -2.05150 0.80414 -0.264
F 0.11717 0.31917 -1.61208 -0.324
I 1.97527 1.07956 0.45660 0.274
H -1.50781 1.33830 0.28877 0.085
```

Calculated values
**HOMO-LUMO gap (alpha / beta)**: 8.488 / 8.835 eV
**E_LUMO (alpha / beta)**: -1.2543 / -1.5691 eV
**ΔE to the lowest compared entry with this formula, charge and spin**: 3.680 eV
**Charge**: 0

***

6.
Computed, not measured: the molecule C2H5N5, with ωB97M-V/def2-TZVPD.

```
12
Properties=species:S:1:pos:R:3:nbo_charge:R:1
C -0.04479 -0.67762 -1.45143 -0.420
C -0.01421 0.33924 0.86032 0.474
H 0.99376 -0.68981 -1.80083 0.208
H -0.30385 -1.64900 -1.01166 0.221
H -0.71546 -0.46234 -2.28194 0.241
H 0.56967 -0.54305 2.52986 0.404
H 1.28613 -1.18795 1.16213 0.386
N -0.23635 0.35665 -0.46419 -0.216
N -0.75702 1.56273 -0.77841 -0.078
N -0.84570 2.21841 0.31946 -0.056
N -0.38291 1.49773 1.36622 -0.351
N 0.45074 -0.76499 1.55047 -0.815
```

Calculated values
**HOMO-LUMO gap**: 10.217 eV
**E_LUMO**: 0.5756 eV
**ΔE to the lowest compared entry with this formula, charge and spin**: 1.500 eV
**Charge**: 0

***

Number 1: F_max 2.3 eV Å⁻¹, E_tot -29518.077 eV. Number 2: F_max 3.3 eV Å⁻¹, E_tot -13488.557 eV. Number 3: F_max 3.6 eV Å⁻¹, E_tot -59350.870 eV. Number 4: F_max 5.5 eV Å⁻¹, E_tot -80929.671 eV. Number 5: F_max 3.8 eV Å⁻¹, E_tot -14393.416 eV. Number 6: F_max 0.4 eV Å⁻¹, E_tot -9604.521 eV.